DFT (ωB97M-V/def2-TZVPD) results for a molecular structure, C81H184F24N15O24S8 in a non-equilibrium geometry.

Geometry as XYZ:
```
336
Properties=species:S:1:pos:R:3:forces:R:3
C 21.9803 27.4345 19.0649 0.19 0.31 -0.54
C 23.1990 28.1168 19.6695 0.63 -0.24 -1.46
N 24.5232 27.6237 19.0540 1.53 -0.44 1.20
C 24.9122 26.2802 19.7041 0.12 -0.01 -0.11
C 24.4557 27.5222 17.5224 0.78 -0.49 0.98
C 24.1269 28.8402 16.8717 2.54 0.34 -1.57
C 25.6350 28.6294 19.5315 -0.82 -0.32 -0.64
C 27.0227 28.4380 18.9514 0.59 0.46 2.01
O 27.6804 27.4617 19.7542 -0.04 -0.08 -0.61
C 29.0019 27.1522 19.2869 -0.78 -1.35 -0.09
H 22.1123 26.3616 19.1318 -0.25 -0.28 0.04
H 21.7189 27.6953 18.0208 0.48 -0.05 0.55
H 21.1240 27.7336 19.6446 -0.38 -0.06 0.40
H 23.2667 27.8777 20.7252 0.08 0.39 0.15
H 23.2550 29.1837 19.4398 -0.52 -0.07 0.50
H 25.8541 25.8536 19.3495 -0.15 0.60 -0.56
H 24.1423 25.5332 19.5431 -0.30 0.18 -0.05
H 25.1170 26.4040 20.7770 -0.52 0.33 -0.34
H 23.6724 26.7928 17.3286 0.00 -0.02 -0.16
H 25.4118 27.0651 17.2019 -0.48 0.42 0.22
H 24.4346 28.7895 15.7750 -0.66 -0.03 1.36
H 24.6222 29.7611 17.2446 0.04 -0.82 0.06
H 23.1110 28.9947 16.9572 -2.28 0.50 -0.20
H 25.7384 28.4839 20.6031 -0.18 -0.05 0.10
H 25.2417 29.6412 19.3768 0.18 -0.35 -0.22
H 27.5271 29.4025 19.1424 -0.10 -0.11 -0.40
H 27.1094 28.1986 17.9198 -0.20 -0.14 -1.07
H 28.9793 26.6409 18.3033 -0.10 0.68 0.11
H 29.3559 26.3674 19.9499 0.24 0.29 0.30
H 29.6481 28.0102 19.2956 0.32 0.40 -0.06
C 12.0458 17.4885 11.7209 -0.16 0.93 -1.04
C 12.1555 16.1166 11.0519 -3.27 1.23 -1.00
N 12.9416 15.0805 11.6945 0.18 -1.78 -0.50
C 14.3461 15.5778 11.6141 0.09 -2.48 1.39
C 12.4316 14.8361 13.1072 1.60 2.36 -0.04
C 13.3260 13.9787 13.9517 0.41 0.84 0.92
C 12.7508 13.7545 10.9421 -0.33 -0.14 -0.17
C 12.8903 13.7658 9.3790 -0.41 0.03 2.23
O 13.0409 12.3725 9.1644 0.78 2.11 -0.65
C 13.0076 12.1590 7.7558 -0.15 -2.32 0.21
H 11.4577 17.4316 12.5991 -0.91 0.16 0.74
H 11.6258 18.3090 11.0310 0.34 -1.70 0.78
H 12.9705 17.8995 12.0553 1.02 0.12 0.15
H 12.6022 16.2788 10.0923 -0.06 -0.18 -0.74
H 11.0698 15.7676 10.9164 1.66 0.10 0.04
H 14.5596 15.9187 10.6327 0.08 0.92 -0.47
H 15.0337 14.7637 11.8212 -0.08 -0.43 -0.23
H 14.4537 16.1586 12.4884 0.42 1.73 0.31
H 11.4337 14.4722 13.0704 -0.81 -0.34 -0.38
H 12.3947 15.8912 13.4831 0.05 -1.09 0.27
H 14.3999 14.2669 13.9038 -0.77 -0.28 -0.01
H 13.1907 12.9201 13.8220 0.05 -0.39 -0.23
H 12.9901 14.2415 14.9636 0.31 -0.39 0.01
H 11.7188 13.4768 11.2165 0.42 -0.08 -0.38
H 13.4173 12.9479 11.3458 -0.32 1.11 -0.22
H 13.7013 14.4556 9.0424 0.00 -0.91 -0.03
H 11.9589 14.1721 8.9497 0.18 -0.34 -0.12
H 11.9758 12.3039 7.4725 -0.26 0.12 -0.67
H 13.2412 11.0627 7.6740 -0.09 1.17 -0.44
H 13.6916 12.7809 7.1656 -0.02 -0.11 0.34
C 19.3620 33.2346 28.3636 1.63 1.44 0.73
N 18.2628 32.3115 28.5407 -0.74 0.82 -0.32
C 18.5104 31.1260 27.7515 -0.64 0.06 -2.64
C 18.1523 31.9938 29.9763 1.35 0.79 0.23
C 17.0288 32.9803 28.0434 -1.14 1.45 0.22
C 15.8671 32.0704 27.6646 0.35 0.04 -0.37
O 16.0925 31.4557 26.4138 0.95 -0.25 0.09
H 19.5028 33.5253 27.3398 -0.37 0.13 -0.51
H 20.3139 32.7979 28.6635 -0.16 -0.29 0.24
H 19.2053 34.1199 28.9971 -0.03 -0.22 -0.35
H 19.4050 30.6719 28.0612 1.02 -0.82 0.70
H 18.6903 31.4905 26.6858 -0.55 -0.75 1.29
H 17.6209 30.4876 27.8044 0.71 -0.08 -0.16
H 19.1570 31.5804 30.1830 -0.79 -0.06 0.63
H 17.3574 31.2879 30.0852 -0.39 -0.36 0.51
H 18.0125 32.9616 30.5147 -0.07 -1.04 -0.19
H 17.2832 33.6333 27.1958 0.06 -0.57 0.02
H 16.6998 33.7093 28.8201 0.25 -0.69 -0.26
H 14.9905 32.6943 27.6933 -0.48 0.19 -0.14
H 15.7185 31.2544 28.3527 -0.09 -0.08 0.78
H 15.4217 31.5888 25.7619 -0.87 0.42 -0.39
C 11.1951 26.1064 24.9605 0.22 -1.08 -1.60
N 11.6102 27.4919 24.9022 -0.47 1.23 -0.70
C 10.5736 28.2535 24.0704 0.87 0.92 1.25
C 11.6909 27.9936 26.2927 0.00 0.65 0.59
C 12.9282 27.6764 24.1942 -1.20 2.08 0.34
C 14.0928 26.9377 24.7022 0.99 -0.51 -0.94
O 13.9339 25.5391 24.4064 0.04 0.54 0.31
H 10.2804 26.0365 25.5126 -0.49 -0.29 0.15
H 12.0089 25.5766 25.3730 0.50 -0.80 1.03
H 11.1660 25.6766 23.9343 -0.53 0.53 0.58
H 10.8270 29.3454 24.0764 -0.12 -1.01 -0.14
H 9.6191 28.1210 24.5841 -0.01 -0.12 -0.46
H 10.6610 27.8263 23.0806 -0.47 0.12 -0.19
H 12.1522 27.2366 26.8886 0.47 -0.56 0.32
H 10.6892 28.1041 26.7222 0.16 0.32 -0.35
H 12.3183 28.9014 26.3985 -0.73 -0.34 -0.41
H 13.0424 28.7812 24.3178 0.53 -0.81 -0.37
H 12.7771 27.4918 23.1433 -0.11 -0.29 -0.21
H 14.2558 27.1430 25.7742 0.35 -0.29 -0.38
H 14.8825 27.3864 24.0389 -0.12 -0.47 1.08
H 14.7430 25.1605 24.0346 0.24 0.08 0.16
C 25.2126 15.8047 11.4790 -0.98 1.30 0.22
N 26.3833 15.1701 12.0866 0.22 -0.41 0.62
C 27.5978 15.4999 11.3001 0.55 1.58 -0.50
C 26.5717 15.7244 13.4621 0.21 -0.37 -0.32
C 26.2399 13.6701 12.1187 0.17 -0.26 0.45
C 25.2195 13.0674 13.0934 0.92 -0.67 -0.46
O 23.9145 13.2744 12.6356 -0.79 0.12 0.05
H 24.2711 15.6964 12.0662 1.07 0.03 -0.03
H 24.9849 15.3867 10.5206 0.26 -0.28 -0.65
H 25.5352 16.8504 11.3813 -0.74 -0.15 -0.14
H 27.7089 16.6038 11.1379 -0.51 -0.92 0.25
H 27.5737 15.0307 10.3382 -0.22 -0.36 -0.52
H 28.5005 15.2064 11.8036 0.17 -0.46 0.47
H 25.6750 15.5883 14.0154 -0.72 -0.06 0.43
H 26.8322 16.7603 13.4155 -0.02 0.67 -0.30
H 27.3830 15.2189 13.9438 0.44 -0.47 0.21
H 27.2392 13.3127 12.3252 0.20 -0.24 0.52
H 26.0590 13.3231 11.1108 -0.43 0.18 -0.33
H 25.3822 13.3961 14.1302 -0.10 -0.01 -0.22
H 25.4575 11.9949 13.0383 0.07 0.18 0.28
H 23.3430 12.5254 12.8836 0.42 0.46 -0.12
C 18.9825 23.5138 11.1126 0.70 0.45 1.26
N 18.1313 22.7191 12.0888 1.31 2.07 -0.44
C 18.9945 21.6764 12.6838 0.69 -0.16 -0.12
C 17.7417 23.7194 13.1408 0.20 0.81 -0.72
C 17.0093 22.1885 11.2984 0.02 -0.80 0.01
C 15.7653 21.8417 12.0918 0.40 -1.28 -0.45
O 16.0765 20.7434 12.9821 0.91 1.03 -1.31
H 18.5318 24.5118 10.9944 0.14 -0.53 -0.20
H 19.0802 22.9822 10.1765 0.11 -0.10 -0.11
H 19.9449 23.6209 11.6539 -0.39 0.14 -0.79
H 18.3931 21.0613 13.3012 -0.53 -0.45 0.87
H 19.8175 22.1568 13.2253 -0.36 -0.08 0.00
H 19.4050 21.0226 11.9150 -0.03 0.27 -0.27
H 18.6273 24.2875 13.4971 -0.54 -0.62 -0.26
H 17.3019 23.1653 13.9222 -0.49 -0.44 1.14
H 17.0099 24.4215 12.7069 0.33 -0.32 0.12
H 17.4709 21.3189 10.8273 -0.55 -0.24 -0.14
H 16.8201 22.9015 10.4957 -0.42 0.07 0.24
H 15.0421 21.5775 11.2955 -0.08 0.00 0.70
H 15.4501 22.7092 12.6437 -0.49 0.34 0.21
H 15.3455 20.4614 13.5132 -0.92 -0.08 0.41
C 17.4028 34.2583 14.5521 0.47 1.26 -1.75
N 16.1452 34.5375 15.2745 -0.69 -1.31 -0.46
C 14.9774 34.5251 14.3318 0.82 0.75 0.00
C 15.8544 33.4197 16.2447 1.74 0.92 1.28
C 16.1831 35.8067 15.9970 -0.21 1.91 1.70
C 16.6176 37.0692 15.2452 0.46 0.93 -0.42
O 17.9861 37.0120 14.8228 -0.83 -0.45 0.49
H 17.3529 33.2327 14.2434 0.22 -0.42 -0.36
H 18.3110 34.4911 15.0885 -0.13 -0.23 0.82
H 17.4987 34.9856 13.6914 -0.46 -1.15 0.73
H 14.1434 34.7131 14.9754 -0.82 -0.10 -0.09
H 14.9224 33.5945 13.7904 0.01 -0.29 0.03
H 15.1236 35.3419 13.6446 -0.19 0.20 -0.33
H 16.7829 33.4057 16.8713 -0.97 -0.42 -0.24
H 15.7275 32.4747 15.7364 -0.07 -0.02 -0.23
H 14.9972 33.6917 16.8701 0.16 -0.13 -0.28
H 16.7664 35.6533 16.9666 -0.65 0.29 -1.40
H 15.1343 36.0759 16.2308 0.46 -0.49 0.44
H 16.4966 37.9626 15.9248 -0.13 -1.10 -0.35
H 15.9722 37.2997 14.3538 0.29 -0.49 0.80
H 18.0267 37.6016 14.0768 0.53 0.46 -0.44
C 15.2025 23.2900 18.3609 1.27 1.43 -0.76
N 15.9316 23.6908 19.5753 0.96 -1.05 0.18
C 16.6561 24.9722 19.2547 -0.43 -0.48 -0.60
C 14.9813 23.9983 20.7528 0.69 -0.66 -1.27
C 16.9432 22.5210 19.8072 0.02 1.50 0.97
C 16.2695 21.2798 20.2671 0.39 -1.05 1.55
O 17.2533 20.2477 20.4920 -0.35 1.40 1.44
H 15.9409 23.3594 17.5263 -0.79 -0.16 0.46
H 14.4740 24.0544 18.2834 -1.11 0.51 -0.75
H 14.7897 22.3224 18.4099 -0.48 -0.90 0.26
H 17.2418 24.7883 18.3362 -0.29 0.42 0.62
H 17.2408 25.2769 20.0939 0.69 -0.13 0.49
H 15.8884 25.7399 19.1451 0.07 -0.08 -0.49
H 14.2363 23.2079 20.8044 0.10 -0.03 0.21
H 14.5036 24.9427 20.5017 -0.05 0.03 0.16
H 15.6080 24.0604 21.6324 -0.20 0.10 0.24
H 17.6258 22.8741 20.5925 -0.01 -0.12 -0.30
H 17.4830 22.2668 18.9013 0.06 0.73 -0.37
H 15.5408 20.9041 19.6030 -0.85 -0.36 -1.04
H 15.7533 21.4849 21.2094 0.24 -0.32 0.10
H 17.3893 19.7268 19.7229 -0.18 -0.69 -1.36
C 8.0670 24.7238 19.0487 -0.18 -1.09 1.16
C 8.7372 25.6440 18.1034 -1.34 2.42 -1.46
C 9.0921 24.8797 16.8386 2.04 0.66 0.78
N 9.7513 25.6805 15.7044 -1.24 -0.43 0.20
C 11.0411 26.1718 16.1811 1.49 -0.57 0.83
C 11.9719 26.6931 15.1202 -0.48 2.14 1.41
C 12.1602 25.7181 14.0565 0.55 -2.13 -0.47
C 10.8357 25.3388 13.4794 -1.73 1.18 -1.10
C 9.8523 24.8034 14.4953 0.71 -1.82 0.82
C 8.8828 26.8004 15.2814 0.10 0.46 0.51
H 7.4854 25.2340 19.8285 0.38 -0.08 -0.22
H 8.7836 24.0371 19.5108 -0.04 0.14 0.21
H 7.3740 24.0745 18.5221 -0.29 -0.01 -0.12
H 9.4877 26.3038 18.5232 0.65 -0.51 0.28
H 7.9653 26.4073 17.8200 0.37 -0.56 0.02
H 8.1898 24.4965 16.4601 -0.98 -0.84 -0.73
H 9.8319 24.1000 17.1118 -0.55 0.12 -0.48
H 11.6317 25.3141 16.5491 -0.75 0.02 0.49
H 10.8211 26.8659 16.9999 0.36 -0.10 -0.26
H 12.8727 27.0265 15.6668 -0.21 -0.23 -0.48
H 11.5151 27.5756 14.6812 0.19 0.48 -0.12
H 12.6194 24.7672 14.4023 0.15 0.51 0.09
H 12.7695 26.1169 13.2795 0.64 0.23 -0.62
H 10.9172 24.6580 12.6490 0.09 -0.60 -0.10
H 10.3635 26.2216 12.9917 0.40 -0.29 0.23
H 10.2480 23.8426 14.9106 -0.40 0.46 -0.50
H 8.8170 24.6406 14.1416 0.69 0.06 -0.03
H 7.8996 26.3877 15.1056 -0.33 0.22 0.10
H 9.2860 27.1762 14.3555 -0.09 0.35 -0.14
H 8.9096 27.5712 16.0533 -0.31 -0.05 -0.20
C 23.1526 16.6505 25.4005 -1.04 -0.61 -1.21
C 22.2026 17.8041 25.0023 0.88 -0.44 -0.89
C 21.3847 17.3291 23.8004 -0.03 -0.77 -0.19
N 20.5848 18.3834 23.0823 -0.32 -1.52 0.74
C 21.4524 19.4592 22.6771 1.02 1.00 -0.67
C 22.5150 18.9018 21.7719 1.09 0.76 -0.60
C 21.9256 18.2307 20.4892 1.24 0.55 1.71
C 20.8720 17.2133 20.8233 0.84 -0.22 -0.24
C 19.9600 17.8216 21.8309 -1.30 0.51 0.02
C 19.5586 18.9596 23.9464 -2.98 -0.72 -0.58
H 23.7406 16.9517 26.2319 0.85 0.20 0.48
H 23.7606 16.3271 24.5110 -0.33 0.24 1.09
H 22.5372 15.7918 25.7640 0.51 0.48 -0.45
H 22.7588 18.7372 24.7798 -0.09 -0.68 0.03
H 21.6071 18.0138 25.8525 -0.91 0.30 0.74
H 20.7006 16.5009 24.0331 -0.01 0.40 0.28
H 22.0301 16.9099 23.0216 0.03 0.10 0.54
H 21.8586 19.9468 23.5548 0.02 0.08 0.07
H 20.7850 20.1555 22.1915 0.11 0.49 -0.38
H 23.2034 18.2834 22.3644 -0.28 -0.16 -0.36
H 23.1965 19.7138 21.4367 -0.62 -0.24 0.17
H 22.8069 17.8772 20.0090 0.33 -0.77 -0.87
H 21.5633 19.0505 19.9400 -0.79 0.94 -1.07
H 21.4156 16.3364 21.1684 -0.45 -0.36 0.18
H 20.2266 16.9045 19.9894 0.37 0.13 0.03
H 19.1815 17.1155 22.0831 -0.20 -0.08 0.54
H 19.4759 18.7007 21.3684 -0.03 -0.35 0.20
H 18.6538 18.2444 24.0504 1.85 0.93 0.38
H 19.1368 19.8078 23.4321 -0.24 0.36 -0.45
H 19.9527 19.3958 24.8360 0.39 -0.43 0.87
C 15.4162 14.8260 20.2802 -0.34 -0.04 2.74
C 14.6161 15.2095 21.6133 0.72 0.60 -1.23
C 14.0090 16.6190 21.4038 0.39 -0.11 1.51
N 13.0585 17.1332 22.5591 1.59 -1.40 -0.19
C 12.6027 18.5044 22.3125 0.66 1.41 -0.90
C 11.8412 18.7355 21.0254 -1.50 -0.42 0.35
C 10.6002 17.8265 21.0478 0.28 -0.57 0.79
C 10.9358 16.3591 21.4883 0.20 0.66 -0.70
C 11.8011 16.2948 22.7359 0.12 1.52 0.20
C 13.8937 17.1045 23.8316 -1.41 0.62 0.53
H 14.9779 13.9436 19.8799 -0.48 -0.43 -0.72
H 16.4307 14.5468 20.5462 0.21 0.28 -0.13
H 15.3797 15.6652 19.6424 0.24 0.63 -1.16
H 15.2580 15.1416 22.4839 0.26 0.39 0.05
H 13.9072 14.4422 21.7674 -1.25 -0.61 0.13
H 13.4502 16.6852 20.4932 -0.24 -0.04 -0.46
H 14.8600 17.3320 21.3768 -0.70 -0.12 -0.04
H 13.4368 19.1759 22.2866 0.96 0.14 0.25
H 12.0163 18.8213 23.1521 -0.47 -0.05 0.54
H 12.4098 18.5631 20.1117 0.23 0.12 0.13
H 11.4705 19.7803 21.0462 0.51 -0.43 -0.14
H 10.1407 17.8188 20.0707 -0.29 -0.13 -0.19
H 9.8624 18.2025 21.7792 0.27 0.08 -0.34
H 11.3627 15.8163 20.6477 0.27 -0.12 0.02
H 9.9950 15.8866 21.6787 -0.50 -0.50 0.33
H 12.1535 15.3640 23.1220 -0.23 -0.97 -0.20
H 11.2875 16.8270 23.5562 0.05 -0.43 -0.19
H 13.2367 17.4508 24.6546 0.45 0.26 -0.50
H 14.7560 17.7533 23.6954 -0.10 0.01 0.05
H 14.1881 16.1193 24.1642 0.06 -0.40 -0.62
C 19.9894 24.1780 17.3613 -1.02 -1.81 -1.32
F 18.9082 23.3420 16.9445 1.23 1.15 1.06
F 19.5319 24.9281 18.3727 1.05 -0.87 -0.54
F 20.9863 23.3172 17.6968 -1.07 1.22 0.44
S 20.4676 25.1102 15.8241 -0.27 1.80 1.09
O 21.7464 25.6912 16.0768 0.46 0.27 0.45
O 20.3771 24.1423 14.8034 0.11 -1.77 -1.24
N 19.2527 26.0687 15.7262 -0.45 2.49 0.22
S 19.1812 27.7338 15.5797 -1.15 -0.90 0.54
O 20.0269 28.5542 16.4651 -1.13 -1.60 -1.69
O 18.9527 28.0336 14.1821 0.80 0.24 1.00
C 17.3626 27.9471 16.2998 1.89 0.93 -0.75
F 17.4647 28.0414 17.6059 -0.23 0.10 0.80
F 16.7985 29.0896 15.8165 0.50 -0.86 0.32
F 16.5874 26.9363 15.9966 -0.59 -0.58 -0.32
C 13.7202 31.9433 20.8959 -0.52 -0.30 0.31
F 13.7315 31.6084 19.5830 -0.42 0.26 0.33
F 14.9929 32.1515 21.2317 -0.10 -0.61 0.26
F 13.0868 33.0943 21.1164 -0.07 -0.15 -0.64
S 12.7474 30.6478 21.9544 1.41 0.86 -0.59
O 13.4296 30.8455 23.2083 -0.40 -0.23 0.27
O 11.3704 30.9793 21.8262 -0.29 0.08 -0.05
N 13.1461 29.2302 21.4287 0.68 -1.99 -1.49
S 12.5794 28.1887 20.3295 -1.90 1.71 3.40
O 12.8689 26.8333 20.8030 -0.49 1.60 -0.53
O 11.2519 28.5845 19.8973 0.84 -1.14 -0.28
C 13.6110 28.3116 18.8698 2.91 -2.19 0.11
F 13.2189 29.0133 17.8561 -0.24 0.73 -0.13
F 14.8881 28.6236 19.2502 -1.24 0.18 -0.71
F 13.6978 26.9868 18.4405 -0.07 0.92 -0.47
C 16.4560 22.4895 25.7693 0.36 -1.91 -0.04
F 15.7322 21.3892 26.1748 0.47 1.48 -0.70
F 15.8829 23.5963 26.2123 0.57 -0.48 0.38
F 17.7061 22.2597 26.2473 -1.22 1.03 -0.36
S 16.4727 22.6072 23.8733 -0.85 1.37 -0.23
O 17.5682 21.8415 23.3519 -0.41 -0.80 0.22
O 15.0893 22.3354 23.5165 0.99 -0.55 0.27
N 16.6322 24.1666 23.5091 1.17 1.41 -0.01
S 18.1581 24.8070 23.3482 -1.91 -0.92 -1.44
O 19.0222 24.0058 24.1393 1.48 0.13 0.09
O 18.4228 25.1699 21.9503 -0.23 -0.61 1.79
C 18.2046 26.4614 24.1767 -0.08 1.71 -0.88
F 19.4901 26.8810 24.1016 -0.91 -0.36 -0.06
F 17.4221 27.4270 23.5657 0.84 -1.40 0.45
F 17.8515 26.4069 25.4307 -0.24 -0.24 0.63
C 17.3897 18.1356 15.6587 -0.94 1.11 -0.10
F 17.0559 17.9605 14.3582 0.25 -0.26 0.89
F 18.4129 17.4259 16.0071 1.29 -1.47 -0.16
F 17.7869 19.4159 15.7835 -0.49 0.26 0.06
S 15.9818 17.6816 16.8029 -0.50 0.17 -0.68
O 15.5330 16.3899 16.3838 0.08 -0.37 -0.28
O 16.4732 17.7755 18.1501 0.42 0.55 0.13
N 15.0291 18.8634 16.3704 -1.27 -0.07 -0.04
S 13.4268 18.6212 16.2459 1.31 0.26 -0.60
O 12.9672 18.4434 14.8718 0.41 0.27 1.30
O 12.9034 17.7531 17.2756 -0.11 0.71 -0.38
C 13.0065 20.4272 16.6890 0.18 -2.34 -2.25
F 13.6447 21.2854 15.8676 -0.19 0.01 0.37
F 11.7095 20.5607 16.5307 -0.87 0.60 0.01
F 13.3348 20.6414 17.9161 0.44 0.77 1.82
```
Forces are in eV/Å.

Properties
Total charge: +7
DFT total energy (hartree): -11403.29128